No. 1
20
Properties=species:S:1:pos:R:3:forces:R:3:mulliken_charge:R:1 method="wB97M-V/def2-TZVPD" charge=+1 e_above_lowest_kcal_mol=47.6 gap_ev=11.33 lumo_energy_ev=-3.49 fmax_ev_per_a=6.5
O 2.6363 2.5704 -0.4485 -0.288 2.150 0.224 -0.699
N -0.0192 1.2363 -0.4890 -4.551 -0.296 -4.673 -0.226
C -0.3152 -2.5792 -0.6871 -1.180 -1.541 1.492 -1.231
C -1.3541 -1.8865 0.2394 -2.716 -0.908 0.760 -0.330
C -0.6910 -0.6986 1.0539 -2.020 -1.274 -0.452 -0.537
C -0.9663 0.7277 0.5334 0.861 -0.377 0.872 -0.564
H 2.9898 3.5282 -0.2220 -0.465 -3.587 -0.327 0.356
H 0.4746 -2.8464 0.0149 0.213 -0.441 -0.097 0.390
H 3.1318 1.7988 -0.1321 0.702 1.230 0.186 0.335
H -1.7570 -2.7072 0.9697 1.255 1.412 -0.938 0.275
H -1.1064 -0.6074 2.1115 0.904 -0.756 -1.242 0.298
H 0.1314 0.6257 -1.3590 -0.429 0.817 1.584 0.321
H 0.3239 -1.1246 0.9611 0.211 1.531 0.947 0.292
H -0.7071 1.3505 1.3840 -0.398 0.431 0.082 0.352
H -0.4580 2.1416 -0.8533 1.315 -1.274 0.475 0.389
H -0.6639 -3.5329 -1.1668 0.105 1.024 0.519 0.309
H -1.9612 1.0140 0.1788 -0.004 -0.784 0.287 0.392
H 0.1830 -2.0162 -1.4173 0.285 1.269 -1.273 0.295
H -2.3991 -1.6293 -0.1857 1.886 0.086 -0.039 0.326
H 0.8205 1.4080 -0.1108 4.313 1.288 1.612 0.257

No. 2
21
Properties=species:S:1:pos:R:3:forces:R:3:mulliken_charge:R:1 method="wB97M-V/def2-TZVPD" charge=+1 e_above_lowest_kcal_mol=230.7 gap_ev=3.75 lumo_energy_ev=-9.71 fmax_ev_per_a=3.3
O 0.8788 1.9180 0.7856 0.055 -0.479 -0.058 -0.519
O 0.3439 1.0349 -1.3167 -0.232 -0.607 -0.272 -0.578
N 3.1505 0.0911 -0.3077 0.935 0.457 0.964 -0.612
C -1.2358 -0.1711 1.8259 -0.040 -0.311 0.534 -0.881
C -1.6195 -1.7618 -0.1326 -1.267 0.260 -1.391 0.018
C -0.8043 -1.8345 -1.2734 -0.395 -0.016 2.447 -0.265
C -1.9397 -0.4361 0.3779 2.119 2.367 -0.755 -0.012
H 3.6926 0.5257 -1.0515 -0.543 -0.086 -0.187 0.265
H -1.3343 0.2410 -0.2934 -1.062 -0.149 0.756 0.015
H -1.5448 0.8289 2.1348 -0.317 -0.115 -0.164 0.321
H -0.1115 -1.0326 -1.2394 1.252 0.988 -0.640 0.032
H 0.4433 1.6198 -2.0827 -0.020 0.030 -0.159 0.257
H -2.9729 -0.0024 0.4385 0.648 -1.278 0.072 0.359
H -1.6041 -0.9238 2.5367 0.175 0.286 -0.165 0.345
H 2.2336 0.5279 -0.1518 1.114 -0.383 0.040 0.307
H -0.6779 -2.6213 -1.9910 -0.354 -0.285 -0.280 0.336
H -2.1859 -2.5892 0.2496 0.135 -0.721 0.205 0.392
H 0.9309 1.5597 -0.1971 -0.329 0.773 0.769 0.377
H 1.2303 2.8100 0.9080 -0.002 0.012 -0.407 0.290
H 3.7947 0.1309 0.5199 -1.304 -0.255 -0.766 0.286
H -0.1335 -0.1150 1.8354 -0.568 -0.489 -0.542 0.267

No. 3
21
Properties=species:S:1:pos:R:3:forces:R:3:mulliken_charge:R:1 method="wB97M-V/def2-TZVPD" charge=+1 e_above_lowest_kcal_mol=39.8 gap_ev=10.84 lumo_energy_ev=-2.97 fmax_ev_per_a=3.2
O -1.3664 1.3100 2.2257 0.828 1.775 -2.532 -0.603
O -0.6704 0.3158 -2.6682 0.133 0.044 -1.845 -0.651
N 0.0675 1.1511 -0.1449 2.672 0.787 -0.974 -0.139
C 0.2437 -1.1770 0.8700 -1.030 -0.238 -0.134 -0.551
C -0.6658 -1.9475 -0.1769 1.065 2.833 0.306 -1.004
C 0.9702 -0.0166 0.2720 -0.173 0.399 -0.262 0.444
C 2.2447 -0.0563 -0.0890 0.646 0.777 -2.116 -0.801
H -0.8754 -2.8548 0.3117 -0.887 -1.138 0.263 0.451
H 1.0242 -1.8603 1.2109 -0.303 0.097 0.398 0.435
H -1.5659 2.1904 2.5353 -0.221 0.278 0.375 0.277
H -0.0421 -2.1377 -1.0557 -0.561 0.009 -0.175 0.176
H 2.6653 0.5767 -0.9531 -0.624 -0.395 1.916 0.236
H 2.9201 -0.8638 0.2023 -0.519 0.127 0.042 0.309
H -1.5695 0.7086 2.8818 -0.730 -1.835 2.273 0.269
H -0.3113 0.8656 -1.1233 0.068 0.836 1.097 0.406
H -1.5502 -1.2546 -0.3247 0.765 -1.406 -0.389 0.300
H -0.3259 -0.5615 -2.9668 -0.463 1.068 0.239 0.314
H -0.6003 1.2561 0.6222 -0.661 -0.047 0.034 0.366
H -0.5132 -0.9134 1.6390 1.129 -0.033 0.057 0.020
H -0.8271 0.8580 -3.5045 0.319 -1.122 1.627 0.314
H 0.6364 2.1116 -0.1778 -1.452 -2.816 -0.198 0.432

No. 4
21
Properties=species:S:1:pos:R:3:forces:R:3:mulliken_charge:R:1 method="wB97M-V/def2-TZVPD" charge=+1 e_above_lowest_kcal_mol=154.2 gap_ev=5.52 lumo_energy_ev=-8.24 fmax_ev_per_a=2.5
O 3.7551 0.6269 0.0295 -0.174 -0.034 0.026 -0.663
O -2.1274 1.6079 -0.7849 -0.347 -0.376 1.494 -0.431
N 0.6658 1.0820 0.1304 -1.262 -1.099 -0.658 -0.480
C -2.0431 -0.2531 0.7593 -0.583 2.206 -1.129 -0.539
C 0.1984 -1.1458 -1.0868 0.026 0.644 1.437 -1.007
C -1.7066 0.2526 -0.5626 -0.882 0.774 -1.069 0.219
C -0.1534 0.3818 -0.8568 0.555 -1.583 -1.214 0.067
H -0.1161 0.9495 -1.8008 -0.045 -0.264 0.302 0.348
H -2.9518 1.7798 -0.3065 -0.064 0.240 -0.290 0.334
H -2.6816 -1.0984 0.9897 0.664 -0.595 -0.004 0.262
H 0.2226 -1.7387 2.9873 -0.107 0.083 -0.541 0.302
H -1.9511 0.5381 1.4891 0.138 -0.147 0.771 0.388
H 1.2626 -1.3687 -0.8703 -0.548 0.173 -0.533 0.346
H 0.1479 -1.6688 2.2347 0.077 -0.060 0.513 -0.308
H 0.3111 0.8239 1.0419 0.638 -0.015 0.438 0.268
H -0.3840 -1.6179 -0.2611 0.502 -0.481 -0.642 0.281
H 4.0283 0.9200 0.9053 0.065 -0.008 -0.035 0.316
H -0.1411 -1.4994 -2.0621 0.193 -0.046 0.172 0.344
H -2.2282 -0.3351 -1.3555 0.848 -0.137 0.380 0.368
H 1.5802 0.6453 -0.0363 0.307 0.746 0.578 0.267
H 4.3123 1.1181 -0.5834 -0.003 -0.020 0.002 0.318

No. 5
21
Properties=species:S:1:pos:R:3:forces:R:3:mulliken_charge:R:1 method="wB97M-V/def2-TZVPD" charge=+1 e_above_lowest_kcal_mol=48.7 gap_ev=10.28 lumo_energy_ev=-3.49 fmax_ev_per_a=3.5
O -0.8653 2.9711 -0.1667 -2.247 0.696 -2.539 -0.683
O 0.3519 -2.9097 -0.3658 -0.104 -0.630 -1.337 -0.505
N -0.2308 1.0630 1.5566 1.068 0.397 -2.641 -0.217
C 0.0872 -0.6814 -1.1584 -1.509 2.521 0.000 -0.295
C -0.6172 -2.0069 -0.8979 1.760 0.745 -0.918 -0.638
C 1.1340 -0.1982 -0.1807 -1.501 0.438 1.629 -0.645
C 0.6292 -0.1833 1.2664 1.621 1.856 0.049 -0.756
H -1.3733 -1.8541 -0.1554 -0.235 -0.082 0.801 0.370
H 0.0910 -1.0634 1.4818 -0.740 -0.839 0.516 0.417
H -0.9415 1.2245 0.8196 0.426 -0.429 0.626 0.269
H -0.8280 3.8078 -0.7620 -0.099 -2.084 1.510 0.340
H -1.7003 2.4739 -0.5229 2.126 1.684 0.660 0.332
H -1.2120 -2.1759 -1.8194 0.669 -1.127 0.255 0.333
H 0.3338 1.9408 1.4599 -0.412 -0.916 0.232 0.367
H 1.4632 0.7944 -0.4635 0.087 0.323 -0.079 0.446
H 1.4896 -0.0453 1.9377 -0.421 -0.388 0.011 0.343
H 0.6332 -0.3565 -2.0434 -0.696 -1.403 -1.165 0.279
H -0.6713 1.0627 2.4346 -0.692 -0.170 1.606 0.326
H 2.0072 -0.8091 -0.1960 0.568 -0.654 -0.059 0.374
H 1.0648 -3.0371 -1.0395 -0.941 -0.011 0.761 0.355
H -0.8452 -0.0172 -1.1850 1.272 0.074 0.081 0.189

No. 6
21
Properties=species:S:1:pos:R:3:forces:R:3:mulliken_charge:R:1 method="wB97M-V/def2-TZVPD" charge=+1 e_above_lowest_kcal_mol=58.0 gap_ev=11.37 lumo_energy_ev=-3.10 fmax_ev_per_a=4.3
O 0.6230 -2.6294 1.0812 0.924 -2.368 0.103 -0.645
O 0.2786 0.2197 -1.8212 -0.355 0.157 -0.647 -0.587
N 1.1631 0.1017 0.6257 0.235 -1.945 1.076 -0.213
C -0.0309 1.6072 -1.5626 -1.406 -0.263 -0.225 -0.543
C -1.0522 -0.7341 0.2257 -3.409 -2.507 0.968 -1.700
C -0.4341 1.8256 -0.1066 2.222 -2.211 0.766 -0.956
C -0.3266 0.4945 0.6551 0.297 1.167 0.352 0.308
H -0.5755 -1.5293 -0.3562 0.355 0.878 0.000 0.504
H 0.6092 -3.2538 1.8680 0.192 1.030 -1.446 0.284
H 1.7687 0.2735 1.4640 -0.874 0.539 -0.921 0.355
H 0.1944 2.4602 0.4666 1.729 0.708 0.104 0.414
H -1.2745 2.3260 0.2343 -2.761 0.470 -0.732 0.547
H -2.0789 -0.6892 -0.2453 1.058 1.007 0.370 0.367
H -0.6466 0.7880 1.6618 0.487 -0.617 0.074 0.475
H 0.8694 -3.1908 0.2882 -0.394 0.611 1.520 0.323
H 1.4984 0.5289 -0.2406 0.577 -0.500 0.321 0.427
H 0.8937 2.0154 -1.8984 0.419 1.222 0.130 0.394
H -1.3040 -1.3082 1.1629 0.192 0.587 -0.846 0.314
H -0.8785 2.0464 -2.0938 0.390 -0.500 -0.924 0.288
H -0.4775 -0.3657 -1.9706 0.027 0.661 -0.069 0.343
H 1.1808 -0.9866 0.5619 0.095 1.873 0.026 0.301

No. 7
21
Properties=species:S:1:pos:R:3:forces:R:3:mulliken_spin:R:1 method="wB97M-V/def2-TZVPD" charge=+2 e_above_lowest_kcal_mol=15.4 gap_ev="9.36 / 5.68" spin_multiplicity=2 lumo_energy_ev="-9.58 / -13.25" fmax_ev_per_a=2.3
O 2.5488 -0.2086 -0.5972 -0.402 -0.824 -0.280 0.010
O 1.3600 2.1838 0.0709 0.047 0.046 0.862 0.002
N 0.4663 -1.4443 -1.4601 -0.974 -1.714 -1.202 0.014
C -1.4565 -0.7398 -0.0792 -1.142 0.557 0.263 0.274
C -1.8368 1.2132 1.3716 -0.057 1.082 -0.626 0.072
C -0.3021 -1.4991 -0.2414 1.297 0.225 0.087 0.445
C -2.0536 -0.3012 1.1780 -0.111 -1.828 0.289 0.073
H 1.3677 2.7922 -0.6687 0.028 0.164 -0.423 0.000
H -0.7711 1.4204 1.4426 -0.061 -0.003 0.307 -0.001
H -1.9670 -0.4256 -0.9942 0.172 0.266 0.031 0.013
H 3.4993 -0.0960 -0.7066 0.066 0.113 0.096 0.000
H 0.1386 -2.1574 0.5030 -0.157 0.175 0.229 0.009
H 2.2163 0.3703 0.1082 0.354 0.523 -0.401 -0.001
H -1.7184 -0.8728 2.0445 0.571 0.143 -0.059 -0.007
H 0.7051 -2.4316 -1.6889 -0.010 0.244 -0.143 0.016
H -3.1372 -0.5413 1.1674 0.020 0.501 -0.514 0.058
H -2.2068 1.8131 0.5354 -0.056 -0.233 -0.056 -0.004
H -2.4034 1.5464 2.2370 0.165 -0.229 0.219 0.005
H -0.0747 -1.0868 -2.2582 0.056 0.116 0.055 -0.003
H 1.6720 2.7359 0.8098 -0.158 -0.219 -0.195 0.000
H 1.4444 -0.9794 -1.4744 0.352 0.896 1.462 0.024

No. 8
22
Properties=species:S:1:pos:R:3:forces:R:3:mulliken_charge:R:1 method="wB97M-V/def2-TZVPD" charge=-1 e_above_lowest_kcal_mol=62.1 gap_ev=7.83 lumo_energy_ev=4.04 fmax_ev_per_a=6.3
O -0.0544 -1.0976 0.1670 1.123 -1.191 -0.427 -0.912
O 0.6732 -1.8687 -2.4262 1.232 0.642 0.103 -0.720
O -1.0907 -1.7775 2.3450 -4.406 3.711 -1.051 -0.757
N 1.8820 0.8210 0.0917 1.227 -1.728 -1.400 -0.835
C -1.0231 -0.3385 -0.3560 -0.686 1.315 -0.172 -0.665
C -1.1124 1.0468 0.5263 -1.865 -2.035 1.628 -0.292
C -0.2828 2.2403 0.2596 4.455 -0.844 -0.029 -0.708
C 1.0358 1.7904 -0.5994 0.435 0.625 2.745 -0.551
H -0.8663 -1.4906 1.3569 0.168 0.180 0.953 0.416
H -0.6713 2.9625 -0.3499 -1.735 1.932 -1.527 0.411
H 0.0500 2.7810 1.2158 -0.294 -0.837 -1.235 0.226
H -2.2371 1.3616 0.5931 1.784 -0.584 0.186 0.291
H 0.8522 1.4148 -1.5730 -1.006 -0.523 -0.867 0.341
H 1.7745 2.5702 -0.7976 -0.701 1.009 0.138 0.356
H -1.9830 -0.8248 -0.0502 -0.343 0.463 -0.995 0.256
H -0.2428 -2.0655 -2.2352 -0.075 0.060 0.482 0.322
H -0.7400 0.5916 1.5699 -1.323 1.026 -2.128 0.162
H -0.4250 -2.3461 2.3307 4.605 -4.268 0.743 0.262
H 1.6577 -0.1444 -0.1974 -0.027 0.706 -0.643 0.355
H 0.9989 -1.3535 -1.6328 -1.091 -1.093 -0.757 0.382
H -0.9181 -0.2604 -1.5510 -0.684 0.516 2.201 0.345
H 1.6480 0.5726 1.0092 -0.793 0.916 2.051 0.315

No. 9
22
Properties=species:S:1:pos:R:3:forces:R:3:mulliken_charge:R:1 method="wB97M-V/def2-TZVPD" charge=-1 e_above_lowest_kcal_mol=19.4 gap_ev=7.87 lumo_energy_ev=3.77 fmax_ev_per_a=2.0
O 1.0080 -2.1633 1.5216 -0.929 -0.588 -0.398 -0.941
O -2.8970 -2.3855 0.9902 -0.399 -0.508 0.506 -0.661
O 2.2739 -0.8761 -0.0852 -0.100 1.084 -0.514 -0.660
N -0.9869 0.1682 0.6207 -0.047 -0.690 -0.711 -0.654
C 0.0686 1.1386 0.2819 -0.908 -0.364 -0.318 0.380
C -0.6144 2.4923 0.1721 0.663 1.106 -0.328 -1.522
C 1.5782 -0.4534 -1.2340 0.524 -1.624 1.027 -0.667
C 0.7839 0.8399 -1.0408 0.259 0.379 -0.254 -0.470
H -2.1041 -2.3368 1.5385 0.159 0.162 -0.155 0.354
H 1.0100 -1.3560 -1.5389 -0.845 0.573 -0.160 0.243
H -0.5457 -0.7516 0.7069 0.362 0.026 0.651 0.268
H 1.4801 1.6722 -1.1998 0.058 -0.007 -0.055 0.284
H 0.8695 -3.0363 1.0985 0.233 0.787 0.350 0.204
H 1.5669 -1.3946 0.6371 0.704 -0.523 0.047 0.283
H 0.7106 1.1615 1.1589 0.501 -0.107 -0.247 0.388
H 2.2764 -0.3537 -2.0838 0.019 0.435 0.156 0.322
H 0.0242 0.9286 -1.8350 0.046 -0.001 0.002 0.217
H -0.9517 2.8274 1.1516 -0.395 -0.064 -0.092 0.357
H -1.5421 0.0238 -0.2289 -0.127 0.428 0.133 0.284
H -2.6691 -1.9745 0.1635 0.305 0.274 -0.298 0.301
H 0.0602 3.2772 -0.2073 0.297 -0.245 0.331 0.371
H -1.3994 2.5519 -0.5880 -0.380 -0.533 0.329 0.319

No. 10
22
Properties=species:S:1:pos:R:3:forces:R:3:mulliken_charge:R:1 method="wB97M-V/def2-TZVPD" charge=-1 e_above_lowest_kcal_mol=177.7 gap_ev=4.05 lumo_energy_ev=-0.12 fmax_ev_per_a=3.5
O -3.1976 -0.5333 0.4787 1.755 0.173 -0.659 -0.593
O 3.4308 -1.5944 0.4926 0.157 -0.283 -0.127 -0.988
O 2.6491 -0.2635 -1.4152 -0.287 -0.132 -0.056 -0.812
N -0.4279 -0.2259 1.3485 -0.610 -1.348 -1.981 -0.347
C -2.1199 1.7735 -1.2173 0.776 -0.312 0.564 -1.039
C -0.9977 1.6643 -0.1537 -1.264 -0.387 -0.730 -0.419
C -0.5274 0.1892 -0.0453 0.098 2.373 2.605 -0.231
C 0.3688 -1.4658 1.4643 0.759 1.094 -0.158 -0.781
H -1.5594 -0.2671 -0.2164 -1.614 -1.164 -0.823 0.178
H -1.4867 1.9005 0.7851 0.233 0.228 0.306 0.256
H 0.3407 0.0146 -0.6708 -0.026 -0.828 -0.266 0.329
H -2.8242 1.0279 -0.8239 -0.409 0.165 -0.735 0.300
H -2.5991 2.7471 -1.1970 0.020 0.189 -0.144 0.363
H 0.2948 -1.8069 2.4851 -0.154 -0.462 0.191 0.329
H -0.2091 2.3684 -0.3714 0.592 -0.066 0.110 0.398
H -1.4241 -0.4897 1.5068 0.588 0.644 0.949 0.392
H 1.4169 -1.2058 1.2746 -0.050 -0.336 -0.031 0.269
H 2.9873 -0.9358 -0.5672 0.216 0.222 0.086 0.448
H 3.4728 0.0233 -1.8177 -0.050 0.050 0.049 0.215
H 0.0796 -2.2106 0.7089 -0.104 -0.040 0.381 0.289
H 4.0775 -2.2422 0.1782 -0.263 0.198 0.114 0.168
H -1.7452 1.5321 -2.2269 -0.363 0.022 0.356 0.276

No. 11
22
Properties=species:S:1:pos:R:3:forces:R:3:mulliken_charge:R:1 method="wB97M-V/def2-TZVPD" charge=+1 e_above_lowest_kcal_mol=161.5 gap_ev=6.17 lumo_energy_ev=-7.92 fmax_ev_per_a=5.0
O -1.9751 0.3906 1.1382 0.305 -0.643 -0.324 -0.713
O 1.3271 2.2065 0.6997 -0.118 0.439 0.161 -0.589
O -1.3301 2.9621 1.5957 0.244 -0.077 -0.141 -0.699
N 0.5208 0.2040 -0.3333 -3.280 -0.722 -3.728 -0.223
C 1.3429 -2.3678 -0.2368 -2.700 0.946 0.390 -1.170
C -1.1298 -1.8430 -1.0931 2.402 1.670 0.148 -0.701
C 0.2197 -1.4667 -0.9002 2.580 -1.364 0.382 0.999
C 0.8252 -0.2980 -1.6418 0.067 1.357 0.700 -0.826
H 1.9139 -0.2749 -1.8529 -0.731 -0.348 -0.156 0.322
H 0.4658 2.5711 0.9623 -0.478 0.208 0.268 0.333
H -1.7176 2.0800 1.4992 -0.221 0.026 0.021 0.409
H -1.5768 -1.2625 -1.8928 -0.953 -0.298 0.361 0.278
H -2.3930 -0.4742 1.1943 -0.232 0.173 0.288 0.337
H 2.2577 -1.8155 -0.2743 0.583 0.023 -0.151 0.377
H -1.5622 -2.6183 -0.4893 -0.301 -0.505 -0.349 0.429
H 0.9888 -2.3478 0.7950 0.617 -0.911 0.257 0.338
H 1.9668 2.8781 0.9354 0.439 0.188 -0.178 0.345
H 1.1341 1.0295 -0.1561 2.599 -0.427 2.601 0.340
H 1.4094 -3.3576 -0.6909 -0.053 0.191 0.211 0.365
H -1.0522 0.2107 0.8828 -0.218 0.148 -0.089 0.384
H -1.8852 3.3859 2.2553 0.160 0.237 0.057 0.337
H 0.2498 0.2077 -2.3963 -0.712 -0.311 -0.730 0.328

No. 12
21
Properties=species:S:1:pos:R:3:forces:R:3:mulliken_charge:R:1 method="wB97M-V/def2-TZVPD" charge=+1 e_above_lowest_kcal_mol=16.3 gap_ev=9.18 lumo_energy_ev=-3.14 fmax_ev_per_a=2.9
S -1.7258 0.3428 0.8712 -0.210 -0.122 -0.114 -0.050
O 3.5260 0.9204 1.8190 -0.379 -0.095 -0.547 -0.722
N 1.4288 0.7140 0.0575 0.146 -1.640 -2.442 -0.209
C -1.4773 0.5612 -0.9143 0.367 -0.667 -0.288 -0.946
C 0.8781 -0.5469 -0.6363 -0.037 0.648 0.609 -0.804
C -3.0133 -0.9747 0.8776 0.931 0.722 -0.255 -0.850
C -0.2881 -0.2224 -1.5537 0.589 0.448 0.172 -0.384
H 3.1236 0.6462 2.6493 0.456 -0.063 0.258 0.343
H -2.3555 0.1533 -1.4113 -0.223 0.480 0.012 0.423
H -2.7661 -1.7127 0.1276 0.080 -0.283 -0.037 0.280
H 0.5510 -1.2333 0.1368 0.032 0.141 0.288 0.363
H 0.0614 0.3770 -2.3995 -0.009 -0.233 -0.120 0.349
H 1.9588 1.2117 -0.6591 -0.368 0.446 -0.069 0.354
H 2.1980 0.4103 0.6721 -0.466 0.796 1.302 0.355
H -3.9430 -0.4873 0.6143 -0.301 -0.193 0.359 0.303
H 0.6156 1.2521 0.3244 0.300 0.384 1.181 0.258
H 4.3972 0.5191 1.7280 -0.002 -0.037 0.396 0.344
H -2.9489 -1.4060 1.8708 -0.466 -0.041 0.003 0.355
H -1.3868 1.6261 -1.1562 -0.169 -0.197 0.182 0.416
H 1.7615 -0.9596 -1.0916 0.018 -0.385 -0.658 0.503
H -0.5951 -1.1913 -1.9266 -0.289 -0.108 -0.233 0.320